P | Here is a molecular structure, C5H5OPS from the Open Molecules 2025 dataset. Energies are from ωB97M-V/def2-TZVPD.

As for the molar mass: 144.135 g/mol. Its net charge is 0. As for the multiplicity: 1. For the lowest unoccupied orbital energy (spin up / spin down), the calculation gives -0.97 / -0.97 eV. The value obtained for the HOMO energy (spin up / spin down) is -0.320 / -0.320 Eh.

Geometry as XYZ:
```
13
C5H5OPS ωB97M-V/def2-TZVPD
C 1.57 -1.92 2.88
C 1.04 -1.37 1.94
C -0.62 0.29 0.73
C 0.64 -0.62 0.84
C -1.02 0.63 -2.24
O 0.37 2.51 -0.64
P -0.09 1.13 -0.66
S 1.67 -0.20 -0.48
H 1.78 -2.63 3.63
H -1.34 0.22 1.40
H -1.46 -0.34 -2.11
H -1.91 1.41 -2.12
H -0.62 0.89 -3.17
```



Q | Here is a single C5H5OPS molecule from the Open Molecules 2025 dataset. Energies are from ωB97M-V/def2-TZVPD.

As for the molar mass: 144.135 g/mol. Its net charge is 0. As for the multiplicity: 1. For the lowest unoccupied orbital energy (spin up / spin down), the calculation gives -0.39 / -2.04 eV. The value obtained for the HOMO energy (spin up / spin down) is -0.316 / -0.253 Eh.

Geometry as XYZ:
```
13
C5H5OPS ωB97M-V/def2-TZVPD
C 0.14 0.32 -0.67
C -1.26 0.21 -0.96
C 0.70 -0.50 0.25
C 0.22 -1.69 0.64
C -2.27 0.06 0.16
O -0.85 -2.24 0.05
P -2.12 -1.55 -0.74
S -3.65 1.06 0.52
H 0.47 1.13 -1.14
H -1.58 0.78 -1.89
H 1.65 -0.15 0.72
H 0.67 -2.58 1.24
H -1.75 0.02 1.17
```



Bottom line: P, by a margin of 72.9 kJ/mol.



P | Here is a single C9H18N2O3 molecule from the Open Molecules 2025 dataset. Energies are from ωB97M-V/def2-TZVPD.

As for the molar mass: 202.254 g/mol. Its net charge is 0. As for the multiplicity: 1. For the lowest unoccupied orbital energy, the calculation gives 0.69 eV. Its SMILES is CC(C)(C)OC(=O)/N=C(\O)C(C)(C)N. The value obtained for the HOMO energy is -0.329 Eh.

Geometry as XYZ:
```
32
C9H18N2O3 ωB97M-V/def2-TZVPD
C -1.44 -0.45 -0.43
C 0.83 -0.95 0.03
C -3.19 1.08 0.92
C -3.94 -1.40 0.75
C 3.02 -0.03 -1.56
C 3.57 1.40 0.46
C 3.69 -1.21 0.63
C -3.20 -0.18 0.09
C 3.02 0.00 -0.02
N -0.54 -0.75 0.42
N -3.76 -0.03 -1.25
O -1.23 -0.24 -1.70
O 1.15 -1.94 -0.55
O 1.61 0.08 0.44
H -2.84 1.98 0.30
H -2.49 0.98 1.69
H -4.30 1.15 1.16
H -4.97 -1.00 0.94
H -3.94 -2.22 -0.02
H -3.54 -1.68 1.68
H 2.80 -0.97 -2.04
H 2.05 0.69 -1.74
H 3.86 0.41 -1.97
H 4.55 1.79 -0.03
H 3.82 1.28 1.60
H 2.82 2.13 0.36
H 3.12 -2.16 0.38
H 4.67 -1.46 0.28
H 3.61 -1.06 1.77
H -4.31 0.85 -1.18
H -4.11 -0.89 -1.60
H -2.14 -0.06 -2.09
```



Q | Here is a single C9H18N2O3 molecule from the Open Molecules 2025 dataset. Energies are from ωB97M-V/def2-TZVPD.

As for the molar mass: 202.254 g/mol. Its net charge is 0. As for the multiplicity: 1. For the lowest unoccupied orbital energy, the calculation gives 0.46 eV. Its SMILES is CC[C@H](C)[C@H](N)C(=O)N[C@@H](C)C(=O)O. The value obtained for the HOMO energy is -0.339 Eh.

Geometry as XYZ:
```
32
C9H18N2O3 ωB97M-V/def2-TZVPD
C -0.86 0.85 0.46
C 0.02 1.58 -0.58
C -0.94 -0.81 0.50
C -2.11 -1.21 1.35
C -0.99 -1.31 -0.97
C -2.21 -0.94 -1.78
C 2.50 0.81 0.27
C 2.91 -0.29 -0.66
C 2.11 0.57 1.74
H -2.12 2.38 0.32
H -2.40 1.28 -0.63
H -0.57 1.09 1.49
H -0.24 -1.32 1.18
H -2.14 -2.26 1.69
H -3.00 -1.28 0.74
H -2.32 -0.35 1.97
H -0.86 -2.42 -1.00
H -0.02 -1.23 -1.55
H -3.05 -1.05 -1.13
H -2.17 -1.54 -2.63
H -2.13 0.13 -2.18
H 1.92 2.42 -1.03
H 3.33 1.43 0.38
H 3.12 0.28 2.22
H 1.93 1.44 2.28
H 1.13 -0.14 1.82
H 4.09 -1.91 -0.68
N -2.14 1.42 0.26
N 1.44 1.58 -0.51
O -0.55 2.31 -1.37
O 2.46 -0.36 -1.77
O 3.87 -1.14 -0.18
```



Bottom line: P, by a margin of 75.3 kJ/mol.



P | Here is a single C9H18N2O3 molecule from the Open Molecules 2025 dataset. Energies are from ωB97M-V/def2-TZVPD.

As for the molar mass: 202.254 g/mol. Its net charge is 0. As for the multiplicity: 1. For the lowest unoccupied orbital energy, the calculation gives 0.72 eV. Its SMILES is CC[C@H](CC(C)C)OC(=O)NC(N)=O. The value obtained for the HOMO energy is -0.373 Eh.

Geometry as XYZ:
```
32
C9H18N2O3 ωB97M-V/def2-TZVPD
O -0.04 -0.52 2.54
O 0.07 -4.29 1.95
O -1.25 -0.69 0.64
C -0.70 -1.14 1.74
C -0.25 -3.26 2.59
N 0.34 -3.08 3.85
N -0.96 -2.38 1.89
C -2.92 1.48 -0.29
C 2.46 0.48 -2.37
C 1.44 2.45 -1.11
C -1.73 0.86 -1.03
C 0.71 -0.03 -0.65
C -0.67 0.45 -0.06
C 1.24 0.97 -1.62
H 0.27 -2.08 4.15
H 1.31 -3.39 3.71
H -1.23 -2.79 1.01
H -3.16 0.87 0.57
H -2.61 2.43 0.09
H -3.78 1.61 -0.89
H 2.37 0.79 -3.47
H 3.32 0.97 -2.07
H 2.68 -0.62 -2.21
H 2.22 2.37 -0.30
H 1.74 3.19 -1.86
H 0.60 2.69 -0.51
H -2.07 0.05 -1.63
H -1.37 1.66 -1.77
H 1.34 -0.44 0.12
H 0.59 -0.88 -1.24
H -0.49 1.21 0.65
H 0.54 1.08 -2.42
```



Q | Here is a molecular structure, C9H18N2O3 from the Open Molecules 2025 dataset. Energies are from ωB97M-V/def2-TZVPD.

As for the molar mass: 202.254 g/mol. Its net charge is 0. As for the multiplicity: 1. For the lowest unoccupied orbital energy, the calculation gives 0.30 eV. The value obtained for the HOMO energy is -0.347 Eh.

Geometry as XYZ:
```
32
C9H18N2O3 ωB97M-V/def2-TZVPD
C -0.01 1.98 -2.10
C 0.04 1.16 -0.80
C 1.46 2.03 -2.72
C 0.54 -0.89 0.37
C 1.47 -1.99 -0.21
C -0.61 -1.57 1.27
C -1.61 -0.45 1.64
C -2.91 -1.18 2.16
C -1.11 0.59 2.76
H -0.04 3.68 -1.11
H -1.46 3.30 -1.23
H -0.58 1.46 -2.89
H 1.20 2.61 -3.65
H 2.13 2.43 -1.93
H 1.78 1.09 -3.12
H -0.01 -0.71 -1.64
H 1.26 -0.39 1.05
H -0.47 -2.01 2.24
H -1.00 -2.56 0.73
H -1.90 0.15 0.70
H -3.38 -1.66 1.38
H -3.59 -0.43 2.62
H -2.51 -2.02 2.90
H -0.89 1.87 2.42
H -0.12 -0.15 3.13
H -2.38 0.35 3.71
H 2.32 -3.41 0.32
N -0.58 3.23 -1.80
N -0.11 -0.11 -0.76
O -0.11 1.84 0.28
O 2.11 -1.96 -1.33
O 1.86 -2.81 0.80
```



Bottom line: P, by a margin of 540.3 kJ/mol.